The following is a DFT calculation (ωB97M-V with the def2-TZVPD basis set) of a 12-piece molecular cluster, C26H76N4O12 overall.

Each line ends with the Löwdin charge.
Cartesian coordinates (Å):
N (-1.17, 0.33, 0.43)  0.1781
C (-0.01, 0.07, -0.17)  -0.6185
N (0.99, 0.57, 0.44)  0.2114
O (0.09, -0.50, -1.36)  -0.0586
H (-2.12, 0.24, -0.11)  0.1047
H (-1.25, 0.94, 1.22)  0.0599
H (1.82, 0.67, -0.04)  0.0208
H (0.92, 0.94, 1.36)  0.0681
N (1.80, 0.96, -3.69)  0.2112
C (1.61, 1.83, -2.76)  -0.5914
N (0.81, 2.77, -3.08)  0.1971
O (2.37, 1.80, -1.61)  -0.1091
H (2.55, 0.35, -3.58)  0.0712
H (1.18, 0.89, -4.50)  0.1415
H (0.60, 3.48, -2.34)  0.1072
H (0.22, 2.80, -3.88)  0.0908
C (-2.27, 1.42, -3.20)  -0.0264
C (-3.47, 1.01, -3.94)  -0.6311
C (-3.21, -0.24, -4.84)  -0.0195
O (-4.47, 0.69, -3.29)  -0.0021
H (-1.83, 0.58, -2.69)  0.0689
H (-2.49, 2.18, -2.49)  0.0762
H (-1.48, 1.76, -3.91)  0.0869
H (-3.83, 1.80, -4.65)  0.1541
H (-4.13, -0.56, -5.33)  0.0795
H (-2.94, -1.10, -4.25)  0.0400
H (-2.47, -0.15, -5.58)  0.0627
H (-5.27, 0.96, -3.79)  0.1622
C (-5.63, -1.30, -0.49)  0.0124
C (-4.11, -1.14, -0.38)  -0.6142
C (-3.35, -2.13, -1.22)  -0.0345
O (-3.58, -0.04, -0.67)  -0.0394
H (-5.88, -0.79, -1.38)  0.0672
H (-6.17, -0.91, 0.30)  0.0464
H (-5.93, -2.30, -0.68)  0.0717
H (-3.82, -1.34, 0.67)  0.1206
H (-3.48, -3.14, -0.83)  0.0844
H (-2.27, -1.88, -1.10)  0.0861
H (-3.59, -2.19, -2.28)  0.0754
H (-3.76, 0.14, -1.61)  0.0908
C (0.89, 4.95, 1.32)  -0.0314
C (0.42, 3.99, 0.25)  -0.6115
C (-1.03, 3.58, 0.50)  -0.0280
O (0.42, 4.48, -0.91)  -0.0069
H (0.83, 4.46, 2.29)  0.0716
H (0.22, 5.84, 1.41)  0.0976
H (1.89, 5.34, 1.16)  0.0860
H (1.10, 3.11, 0.28)  0.1275
H (-1.67, 4.41, 0.73)  0.0850
H (-1.14, 2.87, 1.30)  0.0218
H (-1.49, 3.06, -0.36)  0.0804
H (0.43, 5.44, -0.84)  0.1338
C (2.42, -4.64, 3.00)  -0.0294
C (1.96, -3.95, 1.78)  -0.6677
C (2.45, -2.48, 1.79)  -0.0256
O (2.38, -4.43, 0.73)  0.0524
H (2.12, -5.67, 3.10)  0.0861
H (2.13, -4.10, 3.84)  0.0629
H (3.46, -4.62, 2.98)  0.0663
H (0.87, -3.87, 1.82)  0.1219
H (3.53, -2.33, 1.77)  0.0738
H (2.22, -2.00, 2.73)  0.0605
H (2.05, -1.90, 0.94)  0.0712
H (1.78, -5.12, 0.44)  0.1381
C (6.33, -0.03, 1.53)  -0.0228
C (5.19, 0.96, 1.83)  -0.6380
C (4.18, 0.99, 0.76)  -0.0555
O (4.59, 0.73, 2.91)  0.0506
H (6.80, 0.32, 0.63)  0.0792
H (5.93, -1.07, 1.43)  0.0842
H (7.03, 0.02, 2.36)  0.0812
H (5.65, 1.98, 1.81)  0.1502
H (3.38, 1.72, 0.86)  0.0774
H (3.70, 0.07, 0.55)  0.0529
H (4.78, 1.20, -0.11)  0.0940
H (4.00, 1.40, 3.07)  0.0710
C (-4.57, 0.45, 2.97)  -0.0257
C (-4.55, 1.83, 3.63)  -0.6065
C (-3.06, 2.19, 3.57)  -0.0440
O (-5.25, 2.68, 3.00)  0.0329
H (-4.09, 0.47, 1.93)  0.0979
H (-5.56, 0.07, 2.90)  0.0650
H (-4.01, -0.14, 3.69)  0.0821
H (-4.86, 1.83, 4.63)  0.1268
H (-2.74, 2.40, 2.59)  0.0399
H (-2.36, 1.44, 3.92)  0.0735
H (-2.94, 3.07, 4.16)  0.0781
H (-5.14, 3.60, 3.22)  0.1180
C (2.87, -2.49, -2.44)  -0.0119
C (3.63, -1.37, -1.81)  -0.6397
C (4.85, -1.89, -1.10)  -0.0278
O (4.03, -0.36, -2.46)  0.0001
H (2.37, -2.93, -1.54)  0.0933
H (3.51, -3.22, -2.95)  0.0901
H (2.09, -2.12, -3.06)  0.0498
H (2.90, -1.00, -1.17)  0.0834
H (5.45, -2.46, -1.79)  0.0835
H (4.58, -2.49, -0.21)  0.0797
H (5.51, -1.17, -0.68)  0.0319
H (3.61, 0.45, -2.13)  0.0573
C (0.41, 0.56, 3.76)  -0.1670
O (0.31, 1.70, 2.99)  -0.1476
H (-0.29, -0.24, 3.40)  0.0751
H (0.44, 0.62, 4.84)  0.0925
H (1.35, 0.07, 3.55)  0.0657
H (1.16, 2.21, 3.15)  0.1281
C (-1.42, -2.33, 1.92)  -0.1536
O (-1.00, -2.95, 3.13)  -0.1281
H (-2.25, -2.81, 1.41)  0.0773
H (-0.52, -2.25, 1.29)  0.0705
H (-1.71, -1.29, 2.18)  0.0512
H (-0.33, -2.38, 3.53)  0.0603
C (-0.65, -2.61, -3.79)  -0.1837
O (-0.28, -1.26, -3.98)  -0.1480
H (-1.66, -2.75, -4.21)  0.0640
H (-0.59, -3.10, -2.85)  0.0665
H (0.00, -3.30, -4.39)  0.0849
H (0.01, -0.91, -3.13)  0.0008

Output
- charge = 0
- strongest force on any atom (hartree/bohr) = 0.2244
- SMILES = NC(N)=O.NC(N)=O.CC(C)O.CC(C)O.CC(C)O.CC(C)O.CC(C)O.CC(C)O.CC(C)O.CO.CO.CO
- energy (hartree) = -2157.8127
- relative energy (zero: lowest compared OMol25 entry of this formula, charge and spin) (kcal per mole) = 222.2
- E_HOMO (eV) = -9.0